# 1
The following is a quantum chemistry calculation of a structure of composition C8H20Br6ClInO2P, from OMol25.

```
39
Properties=species:S:1:pos:R:3:forces:R:3:lowdin_charge:R:1
C 0.521555 2.489854 2.329094 -0.032 -0.014 -0.025 -0.10
C 0.162673 1.011742 2.178805 0.090 -0.004 -0.013 -0.46
O -0.407803 0.735957 0.936771 -0.103 -0.129 0.021 -0.49
In 0.869760 0.536364 -0.691358 0.183 -0.197 -0.382 0.24
P 1.241407 2.873531 -1.768014 -0.021 0.173 0.337 0.28
O 2.222085 3.700919 -0.664897 -0.307 -0.046 0.191 -0.54
Cl 2.773264 2.364918 -3.118250 0.135 -0.057 -0.207 -0.01
H 1.446134 2.721670 1.795578 -0.020 0.034 -0.058 0.05
H 0.640727 2.785440 3.375077 0.057 -0.053 0.045 0.06
H -0.285277 3.084643 1.895991 -0.032 0.034 0.027 0.07
H -0.536822 0.732811 2.980021 -0.002 0.037 -0.068 0.03
H 1.073525 0.409535 2.344901 -0.015 0.004 0.078 0.09
H -0.044979 -0.323369 -1.902665 -0.074 0.027 -0.100 -0.12
H 2.332419 -0.269180 -0.185069 0.066 0.114 0.197 -0.10
H 1.740201 4.490848 -0.392681 0.178 0.010 -0.173 0.00
Br 4.021725 -1.263906 -3.201182 -0.045 -0.185 -0.035 0.61
C 5.718809 -0.371935 -3.397386 0.024 0.131 0.025 -0.72
C 6.109135 -0.165968 -4.837896 -0.066 0.008 -0.001 -0.70
Br 6.703475 -1.808713 -5.699513 -0.006 -0.013 0.001 0.57
H 6.459384 -0.953249 -2.855744 0.003 0.022 0.003 0.05
H 5.594634 0.601092 -2.923373 -0.020 -0.011 0.011 0.05
H 6.946131 0.524221 -4.910579 0.009 -0.011 0.002 0.05
H 5.273325 0.200382 -5.426101 0.024 0.029 0.001 0.05
Br -3.912849 1.830595 1.945777 -0.010 0.023 0.015 0.62
C -3.552049 0.054917 2.637502 0.211 0.083 0.077 -0.71
C -3.753403 -0.022488 4.130282 -0.153 -0.062 -0.050 -0.70
Br -2.355647 0.828564 5.172982 -0.018 0.052 0.034 0.62
H -2.539397 -0.192907 2.324704 -0.024 0.029 -0.038 0.01
H -4.257862 -0.613771 2.149833 0.021 -0.004 -0.021 0.03
H -3.768012 -1.064985 4.441435 0.034 0.005 0.010 0.05
H -4.677011 0.464222 4.429768 -0.028 -0.068 0.001 0.04
Br -4.417716 -4.166283 1.580653 0.013 0.008 0.015 0.58
C -4.680307 -3.241033 -0.111086 -0.001 0.083 -0.009 -0.70
C -3.417742 -3.146404 -0.930395 -0.017 -0.060 0.044 -0.71
Br -2.146548 -1.895749 -0.194646 -0.020 0.059 0.088 0.70
H -5.054346 -2.253787 0.145436 -0.033 -0.012 -0.037 0.04
H -5.448247 -3.799148 -0.641890 0.011 -0.032 0.017 0.05
H -3.676166 -2.781953 -1.923549 0.035 0.005 -0.005 0.06
H -2.918185 -4.107399 -1.018337 -0.048 -0.015 -0.018 0.05
```
Forces are in eV/Å.

Computed properties:
Total energy   -16903.11633 Ha
Max |F|   0.47 eV/A
Kohn-Sham gap   6.15 eV
Net charge   -1
LUMO energy   2.14 eV


# 2
The following is a quantum chemistry calculation of a cluster of 4 separate species, C8H20BrFO7S in total, from OMol25.

```
38
Properties=species:S:1:pos:R:3:forces:R:3:lowdin_charge:R:1
C -1.376827 1.002711 -1.004609 0.113 0.239 0.070 -0.08
C -1.520027 0.788613 0.503564 -0.454 -0.597 -0.321 -0.27
C -0.872609 -0.514504 0.965657 0.536 0.425 0.023 -0.74
Br -1.657498 -1.141106 2.649236 -0.035 -0.028 0.150 0.71
O -0.836573 -1.552432 0.005464 -0.296 -0.048 0.020 -0.38
S -2.186578 -2.456846 -0.245473 -0.032 0.033 -0.287 0.92
O -3.304899 -1.584849 -0.462413 0.012 0.019 0.026 -0.36
O -1.710445 -2.870538 -1.767667 0.029 -0.087 0.232 -0.29
C -0.722526 -3.884414 -1.811532 0.029 -0.117 -0.181 -0.16
C 0.678678 -3.321296 -1.697533 0.076 0.588 -0.321 -0.44
O 1.128438 -2.377887 -2.243184 -0.123 -0.340 0.235 0.20
F 1.439584 -4.096844 -0.892068 0.168 -0.171 0.101 0.10
H -1.477229 2.062690 -1.234506 -0.029 0.022 0.055 0.07
H -2.156833 0.462618 -1.533522 0.057 -0.110 -0.093 0.07
H -0.407001 0.682659 -1.382471 0.053 -0.040 -0.001 0.08
H -1.070964 1.609628 1.055434 0.013 0.009 0.118 0.09
H -2.582444 0.729512 0.738283 -0.009 0.209 0.095 0.09
H 0.170448 -0.347139 1.218163 0.031 -0.107 -0.063 0.10
H -0.882479 -4.666401 -1.069419 -0.042 0.079 0.142 0.12
H -0.783716 -4.344016 -2.799162 -0.072 0.007 0.000 0.15
C 0.942980 3.797578 1.862865 -0.102 0.053 -0.149 -0.16
O 0.029378 3.783100 0.778103 0.033 -0.049 0.183 -0.14
H 1.201004 2.764889 2.091486 0.015 -0.019 0.015 0.07
H 1.860912 4.335185 1.607735 0.022 -0.013 0.035 0.08
H 0.502477 4.249583 2.756960 0.031 -0.016 0.028 0.08
H -0.199501 4.700169 0.572524 0.004 0.021 -0.140 0.03
C -0.751755 7.694161 0.465475 -0.013 -0.078 -0.078 -0.13
O -0.429280 6.458852 -0.172240 -0.023 0.130 0.090 -0.13
H -0.390281 7.630719 1.488095 0.013 -0.013 0.016 0.08
H -0.259806 8.533155 -0.030245 0.001 0.012 0.020 0.08
H -1.830293 7.863352 0.482693 0.003 0.014 0.020 0.08
H -0.740138 6.493549 -1.080554 0.016 -0.065 -0.032 0.09
C 3.299222 -7.424225 0.137990 0.020 0.223 -0.063 -0.17
O 4.088711 -6.299392 -0.227703 -0.069 -0.119 0.024 -0.12
H 3.981639 -8.237523 0.370286 0.017 -0.013 0.003 0.08
H 2.690081 -7.211201 1.020805 -0.016 -0.072 0.010 0.07
H 2.646904 -7.735033 -0.683192 -0.014 -0.067 0.032 0.07
H 3.489246 -5.577077 -0.433327 0.038 0.084 -0.015 0.05
```
Forces are in eV/Å.

Computed properties:
Total energy   -3915.49216 Ha
Max |F|   0.82 eV/A
Kohn-Sham gap   10.54 eV
LUMO energy   0.45 eV


# 3
The following is a quantum chemistry calculation of a cluster of 2 separate species, C8H20BrNO in total in a non-equilibrium geometry, from OMol25.

```
31
Properties=species:S:1:pos:R:3:forces:R:3:lowdin_charge:R:1
C -2.690129 0.270038 -0.297164 0.657 -0.215 -0.646 -0.05
C -1.221357 0.614809 -0.104638 -0.070 0.185 0.582 -0.16
N -0.262226 -0.520107 -0.328210 -0.550 -0.199 -1.466 -0.27
C -0.587438 -1.735320 0.472531 0.188 0.570 0.870 0.00
C -0.350437 -1.035764 -1.785142 0.369 -0.109 0.675 -0.16
C 0.148521 -0.033417 -2.781706 -0.422 0.211 0.008 -0.08
C 1.166227 -0.053185 -0.110048 -0.093 -0.476 0.574 -0.14
C 1.509506 0.234933 1.334761 0.824 -0.380 0.082 -0.21
O 1.051266 1.498454 1.741787 -0.695 0.060 -0.144 -0.19
C 0.964182 1.638455 3.141213 0.375 -0.379 0.262 -0.10
H -3.015043 -0.548357 0.342186 -0.231 0.356 0.329 0.08
H -2.871010 -0.068658 -1.319179 -0.051 0.170 -0.033 0.08
H -3.236197 1.201703 -0.171436 -0.315 -0.230 0.311 0.09
H -1.004566 0.990134 0.895439 -0.173 -0.229 0.113 0.12
H -0.933939 1.453878 -0.736755 0.147 -0.302 -0.277 0.13
H -1.435996 -2.282901 0.075319 -0.046 0.223 -0.208 0.10
H -0.814218 -1.417123 1.488918 0.031 -0.167 0.047 0.11
H 0.284522 -2.384452 0.471228 0.021 0.022 0.021 0.12
H -1.369923 -1.388915 -1.921681 -0.080 0.243 -0.105 0.11
H 0.267779 -1.932541 -1.732632 0.179 0.065 -0.374 0.13
H -0.460657 0.873514 -2.759225 -0.060 -0.068 -0.175 0.08
H 0.112272 -0.454422 -3.784831 0.030 -0.004 0.024 0.10
H 1.172146 0.239680 -2.553115 0.407 -0.042 -0.395 -0.05
H 1.388465 0.809805 -0.734381 -0.132 -0.049 0.064 0.09
H 1.762690 -0.882374 -0.491652 0.331 0.234 0.059 0.10
H 2.603325 0.177101 1.407924 0.036 0.196 -0.195 0.14
H 1.180671 -0.557034 2.020047 -0.356 0.056 -0.044 0.11
H 0.471269 0.774422 3.607316 -0.099 -0.007 -0.123 0.09
H 0.383958 2.525092 3.381290 0.149 0.129 -0.132 0.09
H 1.968684 1.690363 3.575454 -0.070 0.214 0.082 0.10
Br 3.817655 0.302188 -2.343619 -0.303 -0.077 0.214 -0.56
```
Forces are in eV/Å.

Computed properties:
ΔE to the lowest compared entry with this formula, charge and spin   52.6 kJ/mol
Total energy   -3020.75963 Ha
Max |F|   1.58 eV/A
Kohn-Sham gap   6.69 eV
LUMO energy   -0.06 eV


Question: Which formula does entry 2 have?
Answer: C8H20BrFO7S


Question: max |F| of number 3 (C8H20BrNO)?
Answer: 1.58 eV/A


Question: Which value of Kohn-Sham gap does entry 3 give?
Answer: 6.69 eV


Question: Among the records above, which one has the highest Kohn-Sham gap?
Answer: C8H20BrFO7S